Record 1
Below is a molecular structure, C15H19I2N4O5SeTi in a non-equilibrium geometry, with properties calculated with ωB97M-V/def2-TZVPD.

Structure (XYZ):
```
47
Properties=species:S:1:pos:R:3:forces:R:3:mulliken_charge:R:1
Ti 1.040290 0.089319 0.703180 -0.97 -2.37 1.71 -0.156
I -2.951774 3.830335 5.706052 -0.02 0.04 -0.04 -0.084
C -2.039013 2.483924 4.336287 -0.03 0.16 0.08 -0.163
C -0.854156 1.843901 4.681087 -0.46 0.15 -0.39 -0.818
C -0.331860 0.959350 3.774365 0.45 -0.82 -0.19 -1.093
I 2.291670 -0.192410 3.269875 0.50 -0.02 -0.54 -0.289
C -0.910552 0.677578 2.545229 -1.60 2.29 2.73 0.622
O -0.395343 -0.211952 1.697688 -0.19 -1.17 -0.52 0.153
C -2.081503 1.386218 2.201947 0.51 -0.58 -0.71 1.757
C -2.656446 1.187837 0.817640 -0.08 0.06 0.28 -1.707
N -1.612569 1.257917 -0.196122 0.02 0.05 -0.17 0.214
C -1.066926 2.567229 -0.437738 -0.10 -0.12 0.15 -1.286
C 0.127270 2.980721 0.403711 -0.21 -0.31 -0.05 1.095
C 0.276275 4.336776 0.637590 0.07 0.25 0.06 -1.113
C 1.465468 4.847498 1.122322 -0.12 -0.26 -0.13 -0.423
C 2.497354 3.949669 1.342462 0.05 0.19 0.16 -1.017
C 2.269521 2.606263 1.166246 0.18 -0.07 0.00 -0.285
N 1.093596 2.083887 0.737897 0.11 2.54 -0.20 1.063
C -2.643372 2.274900 3.110274 -0.12 0.15 -0.02 -0.800
H -0.363909 2.041233 5.627554 -0.07 0.04 0.17 0.374
H -3.115759 0.198220 0.749961 -0.01 -0.01 -0.09 0.386
H -3.444161 1.939200 0.646412 -0.04 -0.06 -0.05 0.307
H -1.911911 0.831766 -1.061055 0.06 -0.02 0.02 0.314
H -0.710273 2.591269 -1.470569 0.02 0.03 -0.03 0.464
H -1.831821 3.351727 -0.331279 0.09 0.05 -0.03 0.357
H -0.543456 4.999132 0.391223 -0.02 -0.07 0.01 0.394
H 1.591018 5.909781 1.280959 0.01 0.00 0.03 0.422
H 3.468920 4.290034 1.671495 0.01 -0.12 0.02 0.397
H 3.063331 1.899580 1.353533 -0.05 -0.06 0.06 0.438
H -3.545498 2.810600 2.840447 0.00 0.01 0.01 0.361
N -1.613347 -2.193701 -0.705135 0.05 -0.06 -0.07 -0.612
C -0.785295 -3.351307 -0.388850 0.09 0.09 0.17 -0.787
C 0.088206 -3.217557 0.862430 -0.27 -0.02 -0.01 -0.452
N 1.196805 -2.263594 0.701118 -0.08 0.06 -0.39 -0.413
H -1.010262 -1.440860 -1.011914 0.02 0.14 -0.02 0.304
H -2.062008 -1.872137 0.143928 -0.01 0.09 0.05 0.287
H -0.149082 -3.560335 -1.252760 -0.02 -0.05 -0.02 0.429
H -1.441829 -4.215526 -0.247869 0.08 -0.02 0.00 0.339
H 0.470462 -4.212948 1.121115 0.04 0.06 0.00 0.418
H -0.533809 -2.874822 1.694200 0.05 0.00 0.02 0.224
H 1.711019 -2.479347 -0.155338 0.06 -0.15 0.00 0.307
H 1.845566 -2.384283 1.470524 0.09 0.15 0.10 0.189
O 2.833105 -0.078666 0.015228 0.94 0.09 0.22 -0.387
Se 2.293422 -0.326436 -1.544165 1.65 -0.79 -2.59 1.217
O 2.889497 0.725475 -2.574020 0.11 0.64 -0.23 -0.720
O 0.674824 -0.055738 -1.244270 -0.66 0.26 0.36 -0.457
O 2.523817 -1.862819 -1.942395 -0.10 -0.42 0.04 -0.773
```
Positions in Å, forces in eV/Å.

**Charge**: -1
**E_HOMO (spin up / spin down)**: -2.517 / -2.516 eV
**LUMO energy (spin up / spin down)**: 1.517 / 1.518 eV

---

Record 2
Below is 2 unconnected molecules or ions with the total composition C6H14N2O in a non-equilibrium geometry, with properties calculated with ωB97M-V/def2-TZVPD.

Structure (XYZ):
```
23
Properties=species:S:1:pos:R:3:forces:R:3:mulliken_charge:R:1
C 0.767755 1.198621 1.039563 0.47 -0.17 2.16 0.030
C 2.079207 1.715257 0.544988 0.00 -0.17 -0.34 -1.173
N 0.653880 0.238080 1.932814 0.47 0.68 -1.26 -0.379
H -0.385853 -0.403021 1.732175 -2.01 -0.19 -0.84 0.349
H 1.466069 -0.372878 1.981938 0.25 0.19 0.00 0.305
H -0.081164 1.873493 0.976732 -0.18 -0.16 -0.27 0.373
H -1.976096 0.856793 -0.304129 -0.13 -0.10 0.01 0.371
H 2.429191 2.509474 1.211096 -0.12 -0.06 0.03 0.366
H 2.840982 0.934244 0.519314 -0.04 0.02 0.03 0.332
H 1.962053 2.136836 -0.452248 0.04 0.00 0.02 0.331
C 0.899265 -1.173174 -0.880409 0.33 0.30 0.23 -1.483
C -2.119279 -1.121549 -1.221209 0.02 0.21 -0.03 -1.375
C 0.066013 0.098167 -0.875477 -2.46 -1.13 -0.61 0.675
C -1.565335 -0.151235 -0.168439 2.03 0.67 -1.21 0.381
N -1.586596 -0.681476 1.107022 1.00 -0.09 1.71 -0.956
O 0.165180 0.928490 -1.749656 0.39 0.12 0.37 -0.590
H -2.118556 -0.057259 1.712241 -0.01 -0.11 0.01 0.305
H 0.682395 -1.799594 -0.017057 -0.02 -0.03 0.01 0.347
H 0.682877 -1.731356 -1.791255 -0.07 0.08 0.00 0.367
H 1.957899 -0.912495 -0.905042 0.05 -0.06 0.00 0.382
H -3.197935 -1.188734 -1.075356 0.00 -0.05 0.00 0.370
H -1.702006 -2.117360 -1.081783 0.02 0.00 0.07 0.314
H -1.919947 -0.779325 -2.235822 -0.04 0.03 -0.09 0.360
```
Positions in Å, forces in eV/Å.

**Charge**: 0
**E_HOMO (spin up / spin down)**: -7.555 / -7.555 eV
**LUMO energy (spin up / spin down)**: -0.345 / -0.346 eV
**Relative energy (zero: lowest compared OMol25 entry of this formula, charge and spin)**: 404.5 kJ/mol

---

Record 3
Below is 4 unconnected molecules or ions with the total composition H8O4, with properties calculated with ωB97M-V/def2-TZVPD.

Structure (XYZ):
```
12
Properties=species:S:1:pos:R:3:forces:R:3:mulliken_charge:R:1
O -1.206859 -3.301828 -1.500004 0.20 0.18 0.01 -0.624
H -0.886011 -4.161813 -1.771507 0.10 -0.22 -0.08 0.314
H -2.148363 -3.424347 -1.378415 -0.25 0.05 0.07 0.316
O 3.558250 1.495476 -2.589742 -0.09 -0.23 0.15 -0.620
H 4.277403 1.488212 -3.221394 0.19 -0.06 -0.15 0.315
H 3.276911 2.409805 -2.556892 -0.13 0.22 0.06 0.315
O 1.765759 -0.751171 -0.157076 -0.10 -0.03 0.34 -0.636
H 1.431503 -1.477207 -0.683735 -0.21 -0.20 -0.14 0.309
H 2.422061 -0.332758 -0.714251 0.22 0.27 -0.18 0.318
O -0.266916 -0.841965 2.864568 -0.24 0.09 0.18 -0.647
H 0.132932 -1.606765 3.278622 0.09 -0.16 0.10 0.309
H 0.196226 -0.750270 2.031913 0.22 0.09 -0.37 0.331
```
Positions in Å, forces in eV/Å.

**Charge**: 0
**E_HOMO**: -10.960 eV
**LUMO energy**: 0.721 eV
**Relative energy (zero: lowest compared OMol25 entry of this formula, charge and spin)**: 91.7 kJ/mol
**SMILES**: O.O.O.O

---

Record 4
Below is a molecular structure, C12H14BrCl6MgNO5 in a non-equilibrium geometry, with properties calculated with ωB97M-V/def2-TZVPD.

Structure (XYZ):
```
40
Properties=species:S:1:pos:R:3:forces:R:3:mulliken_charge:R:1
O -2.822737 -1.044059 2.446950 0.94 -1.14 -1.36 -0.493
C -2.518239 -1.381141 1.335251 -1.64 -0.10 0.32 0.593
O -3.385458 -1.666289 0.297511 0.94 0.17 0.29 -0.400
C -2.754330 -1.002016 -0.811546 -1.06 1.10 -0.03 -0.309
O -3.158744 -1.458268 -2.052961 0.61 -0.82 0.24 -0.601
C -1.239260 -1.102552 -0.473505 -1.11 0.04 -1.34 0.327
C -0.658918 0.250829 -0.542664 0.34 0.41 0.46 0.510
C 0.144756 0.672057 -1.574216 -0.12 -0.64 0.08 -0.403
C 0.685993 1.918658 -1.464382 0.14 1.24 -0.87 -1.061
N 0.495970 2.803823 -0.489527 0.26 -0.31 -0.30 -0.646
C -0.321599 2.382925 0.461197 -0.18 0.81 0.86 -0.695
C -0.897242 1.146264 0.492887 -0.47 -0.72 0.04 -0.107
O -1.254823 -1.505648 0.846844 0.54 -0.31 1.65 0.067
H -3.114571 0.028484 -0.708438 0.16 0.07 0.12 0.620
H -3.419839 -0.693330 -2.569647 -0.33 0.00 0.08 0.411
H -0.733473 -1.788402 -1.152339 0.01 -0.28 0.27 0.140
H 0.401842 0.021993 -2.402771 -0.06 0.05 -0.03 0.399
H 1.355953 2.236225 -2.236842 -0.58 0.41 -0.38 0.928
H -0.527754 3.077729 1.270320 0.05 0.01 -0.04 0.399
H -1.521826 0.870931 1.332381 0.02 0.08 -0.02 0.416
C -5.424319 0.127552 1.646205 -0.41 -0.31 1.01 -0.532
O -4.986056 0.735574 0.547176 0.46 0.27 -0.55 -0.664
H -6.469618 0.337069 1.954754 -0.16 0.21 -0.27 0.304
H -5.340315 -0.980821 1.653244 0.03 -0.06 -0.21 0.157
H -4.841344 0.373463 2.574012 0.08 0.14 -0.14 0.144
Cl 4.391040 3.282880 0.480554 0.08 -0.14 0.27 -0.108
C 5.369409 2.210169 -0.578133 1.56 0.61 -0.11 -0.660
C 4.888095 2.257717 -2.000556 0.32 -0.32 0.47 -0.203
Cl 3.317394 1.513193 -1.781089 -0.05 -0.75 -0.95 -0.034
H 5.263040 1.167435 -0.207983 0.59 0.31 -0.30 0.202
H 6.409327 2.508032 -0.462681 0.00 0.03 0.14 0.416
H 5.516239 1.670575 -2.668079 -0.01 -0.22 0.18 0.315
H 4.815051 3.255476 -2.425683 -0.25 0.09 0.25 0.342
Mg 3.690248 0.893839 1.082342 -2.31 -1.32 0.79 0.669
C 1.347911 -4.408950 1.249268 -0.03 -0.17 0.06 0.215
Cl 1.409244 -6.177771 1.136429 0.00 0.02 -0.02 -0.112
Cl -0.013977 -3.951362 2.275588 0.32 -0.07 -0.04 -0.032
Cl 2.881056 -3.820770 1.904476 0.15 -1.09 0.06 -0.078
Cl 1.135280 -3.744629 -0.378993 -0.04 -0.02 -0.04 -0.083
Br 1.886595 -1.016882 1.994647 1.22 2.71 -0.66 -0.351
```
Positions in Å, forces in eV/Å.

**Charge**: 0
**E_HOMO**: -5.011 eV
**LUMO energy**: -3.450 eV
**Relative energy (zero: lowest compared OMol25 entry of this formula, charge and spin)**: 0.0 kJ/mol

---

Record 5
Below is a molecular structure, CrH16O8 in a non-equilibrium geometry, with properties calculated with ωB97M-V/def2-TZVPD.

Structure (XYZ):
```
25
Properties=species:S:1:pos:R:3:forces:R:3:mulliken_charge:R:1
Cr 0.015028 -0.081621 0.202398 -0.50 0.39 0.46 0.584
O -0.478012 1.177719 1.956718 0.85 -0.79 -0.72 -0.244
H -1.238432 1.208229 2.537288 -0.62 -0.40 0.47 0.304
H -0.227222 2.094249 1.841368 0.45 0.57 0.07 0.359
O -0.855432 -0.424641 -1.761642 0.25 0.42 0.47 -0.319
H -1.638202 -0.875871 -2.077712 -0.67 -0.37 0.06 0.300
H -0.284692 -0.368811 -2.528032 0.50 0.27 -0.44 0.316
O -1.924222 -0.949261 0.795058 1.02 -0.03 -0.15 -0.315
H -2.221652 -1.277301 1.643678 0.02 -0.44 0.70 0.282
H -2.730272 -0.748251 0.319558 -0.45 0.30 -0.45 0.318
O -1.653252 1.570429 -0.284442 0.20 -0.11 -0.19 -0.326
H -1.997432 1.769119 -1.155242 -0.21 0.05 -0.65 0.297
H -2.089882 2.195259 0.294508 -0.33 0.31 0.36 0.291
O 1.817268 -0.562741 -1.571202 -0.37 0.03 0.63 -0.514
H 2.727048 -0.272091 -1.507582 0.56 0.27 -0.29 0.281
H 1.832338 -1.255811 -2.231252 0.13 -0.44 -0.48 0.320
O 1.001158 1.645519 -0.292192 -0.04 -0.58 0.25 -0.381
H 1.910938 1.847799 -0.073982 0.79 -0.15 0.21 0.316
H 0.629868 2.482089 -0.572392 -0.76 0.41 -0.46 0.346
O 0.329938 -2.175361 0.005408 -0.04 0.26 0.06 -0.165
H 1.151968 -2.540341 -0.322132 0.62 -0.04 -0.12 0.287
H -0.240892 -2.935031 0.120668 -0.79 -0.33 0.15 0.310
O 1.747418 -0.412941 1.332008 -0.82 0.59 -0.30 -0.243
H 2.624358 -0.663681 1.041588 0.49 -0.32 -0.52 0.288
H 1.792278 -0.446651 2.287558 -0.29 0.11 0.89 0.308
```
Positions in Å, forces in eV/Å.

**Charge**: +3
**E_HOMO (spin up / spin down)**: -23.997 / -23.993 eV
**LUMO energy (spin up / spin down)**: -15.087 / -13.475 eV
**Relative energy (zero: lowest compared OMol25 entry of this formula, charge and spin)**: 42.4 kJ/mol
**Multiplicity**: 4
**<S²>**: 3.763

---

Record 6
Below is a single C4HN2P molecule in a non-equilibrium geometry, with properties calculated with ωB97M-V/def2-TZVPD.

Structure (XYZ):
```
8
Properties=species:S:1:pos:R:3:forces:R:3:mulliken_charge:R:1
N 1.500699 2.722889 0.433448 1.66 1.68 0.56 -0.289
C 0.681825 1.972713 0.224661 -4.91 -5.31 -2.05 0.200
C -0.411980 0.790809 -0.197215 1.64 2.25 1.03 0.313
P -2.000705 0.303459 -0.306524 1.92 0.29 0.28 0.039
C -0.337444 -0.682557 -0.444327 0.52 0.30 -3.55 -0.418
C 0.160031 -1.565909 0.531692 -0.26 -1.18 1.33 0.231
N 0.449805 -2.382822 1.290306 0.19 0.31 -0.13 -0.353
H -0.042232 -1.158582 -1.532041 -0.75 1.66 2.53 0.276
```
Positions in Å, forces in eV/Å.

**Charge**: 0
**E_HOMO**: -10.681 eV
**LUMO energy**: -1.671 eV
**Relative energy (zero: lowest compared OMol25 entry of this formula, charge and spin)**: 94.7 kJ/mol
**SMILES**: N#CC1=P[C@@H]1C#N

---

Record 7
Below is a molecular structure, C25H23BaN9O3S, with properties calculated with ωB97M-V/def2-TZVPD.

Structure (XYZ):
```
62
Properties=species:S:1:pos:R:3:forces:R:3:mulliken_charge:R:1
Ba -0.309217 -0.020621 -0.806852 0.05 0.11 0.04 1.830
O 0.178766 3.881597 1.945181 0.08 0.07 -0.02 -0.789
C 0.320359 2.923759 1.172099 -0.06 -0.09 -0.01 -0.200
N -0.414945 1.815219 1.130516 -0.04 -0.04 -0.08 -0.076
C -1.461816 1.850833 2.127033 0.07 -0.08 0.00 -0.630
C -2.219821 0.557320 2.270811 0.03 0.09 0.04 0.229
C -3.168561 0.452064 3.292442 -0.02 -0.01 0.02 -0.789
C -3.893189 -0.708903 3.441293 0.02 0.00 -0.02 -0.331
C -3.661834 -1.760095 2.558931 0.00 0.02 0.01 -0.763
C -2.711891 -1.578336 1.579157 -0.01 -0.03 -0.03 0.095
N -1.997180 -0.453574 1.429144 -0.05 0.00 0.00 0.099
C 1.450382 3.013274 0.151007 -0.03 -0.04 0.03 0.385
C 2.262246 4.140354 0.173498 0.05 0.03 -0.02 -0.532
C 3.285294 4.253731 -0.749275 -0.01 -0.05 -0.02 -0.272
C 3.468920 3.238042 -1.677667 0.00 0.07 0.05 -0.820
C 2.615997 2.151562 -1.631993 -0.03 -0.07 -0.03 -0.205
N 1.630170 2.029316 -0.739464 -0.05 0.08 0.06 0.042
H -2.198482 2.639085 1.913212 0.01 0.01 -0.03 0.308
H -1.064974 2.127364 3.112618 0.01 -0.03 0.01 0.378
H -3.319226 1.293704 3.956136 0.00 0.00 0.00 0.432
H -4.629706 -0.800234 4.229266 0.00 0.00 0.00 0.415
H -4.206170 -2.691359 2.626944 0.00 0.00 0.00 0.409
H -2.507060 -2.366274 0.863434 0.00 0.00 0.00 0.120
H 2.059090 4.896475 0.917240 -0.02 -0.01 0.01 0.472
H 3.929883 5.123579 -0.750794 0.00 0.00 0.00 0.410
H 4.251252 3.287606 -2.422103 -0.01 -0.02 -0.01 0.410
H 2.719073 1.336361 -2.339813 0.00 0.01 0.00 0.462
N -5.077197 -0.218442 -8.581298 -0.01 -0.03 -0.02 -0.553
C -4.375920 -0.120481 -7.390624 0.03 0.01 0.01 1.063
C -5.020999 -0.328008 -6.168381 -0.01 0.00 -0.01 -0.797
C -4.313603 -0.277027 -4.984047 0.00 0.00 0.02 -0.291
C -2.951621 -0.012712 -5.006094 -0.01 0.01 -0.06 -0.338
C -2.296788 0.200643 -6.211963 0.00 0.00 0.01 -0.431
C -3.003087 0.144228 -7.396798 -0.01 0.00 -0.01 -0.831
S -2.039217 0.029295 -3.514102 0.01 0.05 0.08 1.097
O -2.949994 0.330166 -2.419503 -0.03 0.02 -0.01 -0.726
O -0.941243 0.965549 -3.683276 0.02 -0.01 -0.03 -0.782
N -1.318535 -1.355264 -3.204964 0.03 -0.05 -0.02 -0.529
C -2.020122 -2.380603 -2.630656 -0.13 -0.11 -0.03 0.283
N -3.230897 -2.734707 -3.092255 0.07 0.04 0.01 -0.415
C -3.792748 -3.795448 -2.538741 -0.02 -0.02 -0.01 -0.197
C -3.182778 -4.541719 -1.538887 0.01 -0.01 0.03 -0.552
C -1.964035 -4.068671 -1.095534 -0.04 0.02 -0.04 -0.380
N -1.387366 -2.983870 -1.605777 0.11 0.02 0.04 -0.280
H -6.073879 -0.094846 -8.523207 0.00 0.01 0.01 0.226
H -4.666114 0.234118 -9.380146 0.00 0.01 0.01 0.225
H -6.085178 -0.531438 -6.155572 0.00 0.00 0.01 0.267
H -4.805426 -0.439149 -4.035412 -0.01 0.00 -0.01 0.454
H -1.238819 0.427616 -6.214905 0.00 0.00 0.01 0.459
H -2.494886 0.313094 -8.338622 0.00 0.00 0.00 0.279
H -4.773239 -4.066985 -2.917692 0.00 -0.01 0.01 0.435
H -3.638972 -5.423454 -1.114638 -0.03 0.01 -0.02 0.396
H -1.434813 -4.561655 -0.286071 0.02 0.01 0.00 0.461
N 1.489656 -1.715950 -3.360308 0.04 -0.01 0.07 0.455
C 2.469295 -2.228638 -4.116122 0.01 0.00 -0.01 -0.265
C 3.639351 -2.125823 -3.392667 -0.01 0.01 0.01 -0.788
C 3.248899 -1.526798 -2.187029 0.00 0.00 0.01 -0.514
N 1.942779 -1.283154 -2.172368 -0.04 0.01 -0.04 -0.295
H 0.479466 -1.633732 -3.543367 0.00 0.00 -0.01 0.473
H 2.268281 -2.623682 -5.097448 0.01 0.00 0.00 0.450
H 4.624553 -2.437039 -3.690637 0.00 0.00 0.00 0.381
H 3.854699 -1.258775 -1.336011 0.00 0.00 0.00 0.470
```
Positions in Å, forces in eV/Å.

**Charge**: 0
**E_HOMO**: -7.841 eV
**LUMO energy**: 0.335 eV
**Relative energy (zero: lowest compared OMol25 entry of this formula, charge and spin)**: 7.7 kJ/mol